1.
This record from OMol25 describes 13 unconnected molecules or ions with the total composition H26O13 at a distorted geometry. The level of theory is ωB97M-V/def2-TZVPD.

Geometry as XYZ:
```
39
Properties=species:S:1:pos:R:3
O -0.8940 -1.8561 -3.0027
H -1.7762 -1.8220 -3.3726
H -1.0321 -1.9824 -2.0639
O -2.7395 1.0336 0.2047
H -2.2498 1.0125 1.0269
H -3.5467 1.5017 0.4180
O 0.2242 1.3908 -2.3686
H 0.0938 1.1511 -3.2861
H -0.3511 2.1437 -2.2332
O 2.0139 -2.6747 -1.2605
H 2.8784 -3.0031 -1.0134
H 2.1240 -1.7253 -1.3135
O 3.7010 -0.2728 1.2153
H 4.3074 -0.7032 0.6126
H 3.2296 0.3583 0.6714
O -0.3590 3.8759 1.3854
H -0.2241 4.6700 1.9024
H -0.0058 3.1722 1.9298
O -2.2563 -2.2016 -0.7399
H -1.7151 -2.5715 -0.0424
H -2.1671 -1.2542 -0.6361
O -1.6236 3.0714 -1.0527
H -1.9768 2.2522 -0.7057
H -1.3154 3.5460 -0.2806
O -1.8478 -1.7578 2.2554
H -1.8987 -0.8212 2.0650
H -0.9103 -1.9378 2.3258
O 0.7757 1.8641 2.8535
H 0.5513 2.0947 3.7550
H 1.0481 0.9477 2.9008
O -0.2633 -3.5418 0.7206
H 0.1674 -4.3828 0.8734
H 0.4305 -2.9743 0.3848
O 0.0474 -0.2573 0.2660
H -0.3567 0.0389 -0.5496
H 0.2450 0.5490 0.7425
O 2.7116 -0.0025 -1.5032
H 3.1680 0.8375 -1.4550
H 1.7919 0.2310 -1.6296
```

spin multiplicity	1
charge	0



2.
This record from OMol25 describes 13 unconnected molecules or ions with the total composition H26O13 at a distorted geometry. The level of theory is ωB97M-V/def2-TZVPD.

Geometry as XYZ:
```
39
Properties=species:S:1:pos:R:3
O -1.5080 -1.2849 -2.1456
H -2.3240 -1.9236 -2.0037
H -0.9323 -1.9301 -2.5461
O 0.9222 -2.3957 2.1123
H 1.6299 -3.0198 1.9778
H 1.2709 -1.4575 1.8625
O -0.7277 4.1566 -0.7259
H -0.3820 4.8639 -1.2042
H -1.1506 3.5568 -1.3503
O 0.2323 1.7489 2.8149
H -0.7173 1.8298 2.6336
H 0.1993 1.6300 3.7648
O 0.8885 1.6906 -0.6732
H 0.8627 2.6410 -0.6421
H -0.0256 1.3946 -0.3440
O -1.1924 0.1076 0.3210
H -1.7293 -0.4760 0.8971
H -1.3487 -0.3198 -0.5494
O 3.6548 -2.1652 1.1489
H 3.4514 -2.6620 0.3318
H 3.1015 -1.3448 1.1596
O 1.8626 0.2898 1.4051
H 1.2323 0.7527 2.0520
H 1.8712 0.9318 0.6895
O -2.2895 2.4203 1.7496
H -2.0571 3.3424 1.5678
H -2.3330 2.0481 0.8815
O -2.3441 1.6494 -2.5224
H -1.6170 1.0258 -2.4945
H -3.0671 1.0518 -2.3007
O 0.5356 -3.0315 -2.5231
H 0.7365 -3.1044 -3.4980
H 1.1644 -2.3018 -2.2369
O 2.0257 -0.8817 -1.4819
H 2.9602 -0.7251 -1.2404
H 1.6480 -0.1099 -1.0856
O -1.7180 -2.3862 1.2352
H -2.0270 -3.1372 1.7684
H -0.7588 -2.4748 1.1944
```

spin multiplicity	1
charge	0



E_tot values, unit eV, following the record order: -27040.336 -27041.134.
Kohn-Sham gap values, unit eV, following the record order: 9.97 10.99.
Energy above the lowest of the compared OMol25 structures with the same formula, charge and spin values, unit kJ/mol, following the record order: 155.5 78.5.